1.
DFT (wB97M-V/def2-TZVPD) results for a molecular structure, C33H39LuN7OS5Sb.

The geometry in XYZ format:
```
87
Properties=species:S:1:pos:R:3:forces:R:3:lowdin_charge:R:1
Lu -0.2562 0.5143 -0.8924 -0.4 0.1 0.4 1.28
Sb -0.6896 1.5739 -5.6561 0.3 0.0 0.1 0.35
S -2.8086 1.8705 -6.2024 -0.2 0.0 -0.1 -0.29
S -0.4424 2.2489 -3.2493 0.1 0.0 -0.5 -0.09
S -0.9744 -2.4830 2.9853 -0.1 -0.1 -0.1 0.87
S -0.6388 0.1374 -3.5324 -0.1 0.2 -0.4 -0.08
S -0.1756 0.1140 1.7066 0.4 -0.3 -0.3 0.51
O -2.0398 -0.6873 -0.8120 0.0 0.1 0.0 -0.31
N 0.6959 2.6699 -0.2183 -0.5 -0.4 0.0 -0.04
N 3.1619 0.2984 -2.9368 0.0 0.0 0.1 -0.25
N -1.5816 3.2576 0.1372 0.1 0.1 -0.2 0.04
N -1.8932 2.1618 -0.5238 0.1 -0.1 0.2 -0.15
N 3.2874 -0.2311 0.1393 0.2 0.2 -0.1 -0.25
N 0.3141 -2.0121 -0.6998 -0.1 -0.2 0.4 -0.02
N -0.2808 -2.3928 0.5207 0.1 -0.2 -0.5 -0.07
C 0.4059 -2.0887 4.1045 0.2 0.0 0.0 -0.45
C -4.4251 -3.2258 -1.7426 -0.1 -0.1 0.0 -0.09
C -0.2650 3.5111 0.2523 0.0 0.1 0.2 -0.38
C -4.1844 2.5796 0.2192 -0.1 0.0 0.1 -0.04
C -2.2341 -4.0237 -2.2549 0.0 -0.1 0.0 -0.05
C -0.0075 -2.3661 6.5613 0.0 0.0 0.0 -0.06
C 2.3957 4.2074 0.4837 -0.1 0.0 0.0 -0.09
C -0.5308 -0.2607 5.5498 0.0 0.0 -0.1 -0.04
C -2.5220 -1.8188 -1.2331 0.0 0.1 0.0 -0.35
C -5.5476 2.4625 0.0067 0.0 0.0 0.0 -0.10
C 0.0977 4.7310 0.8834 0.0 -0.1 0.0 -0.02
C -0.2601 -2.5487 -1.7370 0.2 0.1 0.2 -0.34
C -1.6855 -2.8550 -1.7312 0.1 0.0 0.0 -0.13
C 3.5175 0.3704 1.4456 -0.1 -0.1 0.1 -0.12
C -3.7737 1.4013 -1.8399 0.0 0.0 0.0 -0.06
C -3.2904 2.0431 -0.7013 0.2 0.0 -0.1 -0.27
C -0.4043 -1.6103 1.5138 0.0 0.3 0.4 -1.08
C 1.4082 5.0762 0.9947 0.2 0.0 0.0 -0.09
C -6.0333 1.8298 -1.1301 0.0 0.0 0.0 -0.11
C 1.9762 3.0380 -0.0940 0.1 0.0 0.0 -0.18
C 4.3828 0.1608 -0.7420 0.0 -0.2 0.0 -0.22
C -0.9075 -0.5909 7.9020 0.0 0.0 0.0 -0.11
C -0.9526 0.2208 6.7748 0.0 0.0 0.0 -0.09
C 3.4440 1.6870 -3.2648 -0.1 0.0 0.0 -0.11
C -3.9137 -2.0460 -1.2555 0.1 0.0 0.0 0.00
C 2.9668 -0.4213 -4.1821 0.0 0.0 -0.1 -0.13
C -0.4357 -1.8876 7.7918 0.0 0.0 0.0 -0.10
C 0.5787 -2.8267 -2.9456 0.0 0.0 0.0 -0.05
C 4.2527 -0.3062 -2.1845 0.1 0.0 0.0 -0.21
C -3.5978 -4.2304 -2.2519 0.0 0.0 0.0 -0.11
C -0.0462 -1.5607 5.4323 -0.1 0.0 0.0 -0.30
C -5.1368 1.3056 -2.0537 0.0 0.0 0.0 -0.09
C 3.2525 -1.6765 0.2943 -0.1 0.0 0.0 -0.11
H 1.0071 -2.9884 4.2491 0.0 0.0 -0.1 0.07
H 2.7857 -1.4753 -3.9862 0.0 0.0 0.0 0.06
H 1.6316 -2.7123 -2.7002 0.0 0.0 0.0 0.06
H 2.1013 -0.0186 -4.7073 0.0 0.0 0.0 0.04
H 0.3377 -2.1952 -3.7968 -0.1 0.0 -0.1 0.02
H -5.4940 0.8202 -2.9518 0.0 0.0 0.0 0.10
H 0.3632 -3.3799 6.4767 0.0 -0.1 0.0 0.11
H -0.3999 -2.5297 8.6615 0.0 0.0 0.0 0.09
H -1.3254 1.2326 6.8514 0.0 0.1 0.0 0.10
H 2.6980 0.1077 2.1149 0.0 0.0 0.0 0.04
H 5.3348 -0.2499 -0.3470 0.0 0.0 -0.1 0.12
H 3.4501 4.4311 0.5464 0.0 0.0 0.0 0.09
H -4.5571 -1.2633 -0.8794 0.0 0.0 0.0 0.11
H 3.5414 2.3014 -2.3758 0.0 0.0 0.1 0.06
H 4.4913 1.2475 -0.7114 0.0 0.0 0.0 0.10
H -1.2443 -0.2130 8.8577 0.0 0.0 0.0 0.09
H -6.2356 2.8701 0.7365 0.0 0.0 0.0 0.09
H 1.0144 -1.3445 3.5903 0.0 0.0 0.0 0.04
H 0.3909 -3.8576 -3.2531 0.0 -0.1 0.0 0.08
H -1.5743 -4.7940 -2.6367 0.0 0.0 0.0 0.10
H 2.6901 2.3237 -0.4748 0.0 -0.1 0.0 0.06
H -5.4988 -3.3721 -1.7374 0.0 0.0 0.0 0.10
H 2.6164 2.0954 -3.8452 0.0 0.0 0.0 0.06
H -0.5875 0.3585 4.6640 0.0 0.0 -0.1 0.08
H -3.0829 0.9939 -2.5652 0.0 0.0 0.0 0.05
H 2.5082 -1.9384 1.0450 0.0 0.0 0.0 0.07
H 4.1179 -1.3894 -2.2026 0.0 0.0 0.0 0.10
H 2.9486 -2.1651 -0.6270 0.0 0.0 0.0 0.06
H -0.7022 5.3567 1.2473 0.0 0.0 0.0 0.10
H -7.0995 1.7487 -1.2961 0.0 0.0 0.0 0.09
H 3.5479 1.4545 1.3670 0.0 0.1 0.0 0.07
H 1.6869 6.0081 1.4684 0.0 0.0 0.0 0.10
H -4.0183 -5.1503 -2.6316 0.0 0.0 0.0 0.09
H 3.8498 -0.3399 -4.8409 0.0 0.0 0.0 0.09
H 4.2365 -2.0629 0.6133 0.0 0.0 0.0 0.09
H 4.3767 1.7746 -3.8506 0.0 0.0 0.0 0.09
H 4.4708 0.0269 1.8827 0.0 0.0 0.0 0.09
H 5.2187 -0.1051 -2.6888 0.0 0.0 0.0 0.12
H -3.7990 3.0722 1.1019 0.0 0.0 -0.1 0.10
```
Forces are in eV/Å.

Values from the calculation:
- charge = -1
- molecular weight (g mol⁻¹) = 1006.8
- ⟨S²⟩ = 0.768
- largest force on an atom (hartree/bohr) = 0.0127
- orbital gap (alpha / beta) (eV) = 5.74 / 6.77
- multiplicity = 2
- highest occupied orbital energy (alpha / beta) (eV) = -3.8858 / -5.0715
- LUMO energy (alpha / beta) (eV) = 1.9 / 1.7

***

2.
DFT (wB97M-V/def2-TZVPD) results for a molecular structure, C33H39N7O4SeTi.

The geometry in XYZ format:
```
85
Properties=species:S:1:pos:R:3:forces:R:3:lowdin_charge:R:1
Se -1.8686 0.0684 -1.7628 -0.2 0.2 0.1 0.82
Ti -0.8844 -0.0408 0.7726 -0.1 -0.5 0.3 0.92
O 2.7551 -0.8783 -0.7294 -0.3 0.0 -0.1 0.15
O 0.6408 -0.9625 0.0267 0.3 0.1 0.2 -0.15
O -0.9618 1.8169 -6.6577 0.0 0.0 -0.2 0.11
O -0.9607 -0.3370 -6.5288 0.1 0.2 0.0 0.09
N 0.4428 1.6650 1.3062 -0.2 0.0 -0.2 -0.04
N -0.7073 0.7764 -6.1056 -0.1 0.0 0.5 -0.34
N -0.7660 -0.4593 3.0898 -0.1 0.1 -0.2 -0.31
N -2.2843 1.4442 1.1368 -0.1 0.2 0.1 -0.10
N 1.5673 -0.5855 -3.4819 0.0 0.1 -0.1 0.15
N -0.3273 -2.2258 -2.5643 -0.2 0.1 0.1 -0.10
N -2.2237 -2.0072 1.0954 0.1 0.3 0.0 -0.31
C 2.5495 2.3651 3.8310 0.0 0.0 -0.1 -0.05
C 3.1585 -2.4599 -3.8128 -0.1 -0.1 0.1 0.01
C -1.4950 -2.8562 -3.1876 -0.1 0.0 0.1 -0.06
C -2.6414 3.6443 1.6292 0.0 -0.1 0.0 -0.02
C 2.3817 -4.6663 -3.2830 0.0 0.0 0.0 -0.05
C 1.9109 1.7186 1.4743 0.0 -0.1 -0.1 -0.15
C 2.9800 3.2960 4.7616 0.0 0.0 0.0 -0.07
C -0.0811 0.8655 -4.7429 -0.1 0.7 -0.4 -0.07
C 0.1447 -0.4375 -4.0965 0.2 0.1 0.1 -0.07
C 1.5638 -0.7348 -0.8623 0.2 -0.3 -0.1 -0.55
C 2.7315 4.0087 2.1002 0.0 0.0 0.0 -0.05
C -0.2723 2.7097 1.5723 -0.1 0.1 0.1 -0.08
C 1.1462 -4.1764 -2.8991 0.0 0.2 0.0 0.02
C -3.6542 -1.7292 0.8773 -0.1 0.0 0.0 -0.09
C -3.6091 1.7143 1.0630 0.0 -0.3 -0.1 -0.16
C 0.1855 2.0898 -4.2679 0.0 -0.8 0.1 0.05
C -1.6853 2.6472 1.4786 0.2 0.1 -0.1 -0.34
C 3.2805 4.5891 4.3620 0.0 0.0 0.0 -0.07
C 1.9135 -1.9970 -3.4440 0.0 -0.1 0.0 -0.14
C 0.7387 2.2988 -2.9343 0.0 -0.5 0.1 -0.03
C 0.5041 -1.1740 3.3116 0.0 -0.1 0.0 -0.05
C 2.4107 2.7127 2.4906 0.0 0.0 0.0 -0.24
C -0.3657 -0.7471 -2.6429 0.0 -0.3 -0.1 -0.64
C 0.9546 -0.1618 -2.1450 0.3 0.2 -0.1 -0.27
C 3.1604 4.9448 3.0285 0.0 0.0 0.0 -0.07
C -2.0285 -2.4852 2.4762 0.0 -0.1 0.1 -0.18
C 3.3911 -3.8229 -3.7330 0.0 0.0 0.0 -0.06
C -1.8217 -3.0782 0.1745 0.1 0.0 0.0 -0.08
C 1.0177 1.3462 -2.0318 -0.2 0.5 -0.2 0.00
C -0.8221 0.6941 4.0081 0.0 0.0 0.0 -0.06
C -1.9111 -1.3246 3.4316 -0.1 0.0 0.0 -0.18
C 0.8881 -2.8064 -2.9665 0.3 -0.2 0.0 -0.17
C -3.8754 3.0417 1.3585 0.1 0.1 0.0 -0.06
H -2.4534 4.6698 1.8953 0.0 0.1 0.0 0.11
H -4.8435 3.5076 1.3698 -0.1 0.0 0.0 0.10
H 2.3428 1.3524 4.1497 0.0 -0.1 0.0 0.10
H -4.2356 -2.6553 0.9654 0.0 0.0 0.0 0.11
H -0.0289 2.9515 -4.8835 0.0 0.0 -0.1 0.13
H -1.4456 -2.8271 -4.2812 0.0 0.0 -0.1 0.11
H 1.3700 1.6767 -1.0686 0.0 0.1 0.0 0.09
H -2.3933 -2.3374 -2.8589 0.0 0.0 -0.1 0.05
H 2.6499 4.2849 1.0562 0.0 0.0 -0.1 0.12
H -1.5674 -3.8969 -2.8785 0.0 0.0 0.0 0.09
H 3.4075 5.9472 2.7091 0.0 0.0 0.0 0.11
H -0.0220 -1.2402 -4.8095 0.0 0.1 0.0 0.15
H -2.3509 -4.0055 0.4243 0.0 0.0 0.0 0.11
H 0.1833 3.6419 1.9115 0.0 -0.1 0.0 0.14
H 3.6207 5.3139 5.0873 0.0 0.0 0.0 0.11
H 0.8898 3.3287 -2.6455 0.0 0.0 0.1 0.12
H -0.7994 0.3417 5.0458 0.0 0.0 0.0 0.11
H -2.8081 -0.6992 3.3963 0.0 -0.1 0.0 0.12
H 2.5636 -5.7300 -3.2243 0.0 0.0 0.0 0.11
H 2.3097 0.0085 -3.8521 0.0 0.0 0.0 0.21
H -1.1274 -3.1014 2.5005 -0.1 0.1 0.0 0.12
H 3.9270 -1.7779 -4.1471 0.1 0.1 0.0 0.13
H 4.3515 -4.2256 -4.0156 0.0 0.0 0.0 0.11
H 2.3713 1.9557 0.5098 0.0 0.0 0.0 0.11
H -2.0693 -2.7722 -0.8326 0.0 0.0 0.0 0.04
H -1.8057 -1.6858 4.4641 0.0 0.0 -0.1 0.14
H -4.3141 0.9470 0.7844 0.0 0.0 0.0 0.10
H -1.7418 1.2513 3.8334 0.0 0.0 0.0 0.10
H 0.0294 1.3470 3.8405 0.0 0.0 0.0 0.07
H 1.3268 -0.4811 3.1621 0.0 0.0 0.0 0.07
H 0.6287 -1.9903 2.5995 0.0 0.1 0.1 0.09
H -0.7445 -3.2352 0.2361 0.0 0.0 0.0 0.09
H 0.5492 -1.5695 4.3336 0.0 0.0 0.0 0.11
H -3.7892 -1.3083 -0.1190 0.0 0.0 0.1 0.05
H 2.2448 0.7049 1.7139 0.0 0.1 0.0 0.11
H 3.0941 3.0103 5.7976 0.0 0.0 0.0 0.11
H -2.8622 -3.1373 2.7693 0.1 0.1 0.0 0.14
H 0.3848 -4.8492 -2.5352 0.0 0.0 0.0 0.12
H -4.0133 -1.0195 1.6202 0.0 0.0 0.0 0.08
```
Forces are in eV/Å.

Values from the calculation:
- charge = +1
- molecular weight (g mol⁻¹) = 724.5
- ⟨S²⟩ = 0.754
- relative energy (zero: lowest compared OMol25 entry of this formula, charge and spin) (kJ/mol) = 307.2
- largest force on an atom (hartree/bohr) = 0.0160
- orbital gap (alpha / beta) (eV) = 6.55 / 6.77
- multiplicity = 2
- highest occupied orbital energy (alpha / beta) (eV) = -10.2796 / -10.5196
- LUMO energy (alpha / beta) (eV) = -3.7 / -3.7